Entry 1:
{
  "formula": "C6H25NO8",
  "method": "ωB97M-V/def2-TZVPD",
  "species": ["C", "N", "C", "O", "C", "C", "C", "C", "H", "H", "H", "H", "H", "H", "H", "H", "H", "H", "H", "H", "H", "O", "H", "H", "O", "H", "H", "O", "H", "H", "O", "H", "H", "O", "H", "H", "O", "H", "H", "O"],
  "positions_angstrom": [[-0.755, -1.154, 0.031], [-2.164, -0.740, -0.153], [-3.139, -1.515, 0.448], [-4.265, -1.046, 0.524], [0.288, -0.135, 0.452], [-0.177, 0.932, 1.543], [-0.263, 0.238, 2.846], [0.520, 0.632, 3.850], [-0.425, -1.388, -0.989], [-0.648, -2.116, 0.562], [-2.333, 0.262, -0.017], [-3.061, -2.518, 0.865], [0.599, 0.519, -0.363], [1.270, -0.402, 0.895], [-1.167, 1.300, 1.267], [0.632, 1.680, 1.541], [-0.978, -0.593, 2.959], [1.222, 1.428, 3.840], [0.367, 0.133, 4.800], [2.195, -2.727, -3.171], [2.102, -3.975, -2.361], [2.486, -3.095, -2.321], [3.853, -1.714, 1.268], [4.112, -2.328, -0.150], [3.694, -1.599, 0.315], [-3.853, 1.507, 1.607], [-3.040, 2.790, 1.227], [-3.187, 2.130, 1.900], [2.071, 0.901, -2.320], [2.190, 2.445, -2.584], [1.603, 1.686, -2.691], [4.142, -0.451, -2.184], [3.151, -0.702, -1.069], [3.195, -0.357, -1.988], [-1.967, 2.090, -1.088], [-3.367, 1.778, -1.407], [-2.873, 2.071, -0.633], [-0.188, 1.866, -2.748], [-0.845, 0.607, -2.241], [-0.993, 1.560, -2.262]],
  "homo_lumo_gap_ev": 9.0,
  "smiles": "C=CCCCNC=O.O.O.O.O.O.O.O"
}

Entry 2:
{
  "formula": "C6H26AlN12O8",
  "method": "ωB97M-V/def2-TZVPD",
  "species": ["Al", "O", "H", "O", "H", "C", "O", "N", "N", "H", "H", "H", "H", "C", "O", "N", "N", "H", "H", "H", "H", "C", "O", "N", "N", "H", "H", "H", "H", "C", "O", "N", "N", "H", "H", "H", "H", "C", "O", "N", "N", "H", "H", "H", "H", "C", "O", "N", "N", "H", "H", "H", "H"],
  "positions_angstrom": [[-5.082, -17.097, 12.026], [-5.414, -18.258, 10.208], [-6.365, -18.114, 10.041], [-6.484, -16.240, 13.239], [-7.201, -15.629, 13.502], [-2.377, -18.379, 12.050], [-3.488, -17.971, 11.869], [-2.126, -19.376, 12.832], [-1.308, -17.964, 11.487], [-1.198, -19.773, 12.857], [-2.879, -19.892, 13.266], [-1.476, -17.336, 10.714], [-0.443, -18.194, 11.956], [-5.356, -14.183, 11.813], [-5.320, -15.367, 11.455], [-4.472, -13.246, 11.457], [-6.168, -13.715, 12.667], [-4.754, -12.300, 11.674], [-3.724, -13.464, 10.815], [-6.910, -14.342, 12.943], [-6.131, -12.786, 13.060], [-7.597, -18.549, 12.567], [-6.455, -18.291, 12.189], [-8.116, -17.914, 13.542], [-8.323, -19.561, 12.202], [-9.112, -18.072, 13.602], [-7.676, -17.129, 14.000], [-7.869, -20.244, 11.612], [-9.312, -19.507, 12.397], [-2.914, -15.179, 12.841], [-3.966, -15.804, 12.691], [-2.205, -15.365, 13.911], [-2.334, -14.392, 12.097], [-1.532, -14.628, 14.068], [-2.562, -15.905, 14.687], [-2.802, -13.968, 11.309], [-1.379, -14.080, 12.202], [-4.394, -19.606, 13.464], [-4.924, -18.571, 13.108], [-3.729, -19.720, 14.574], [-4.536, -20.772, 12.843], [-3.561, -18.825, 15.012], [-3.331, -20.622, 14.790], [-4.781, -20.741, 11.863], [-3.874, -21.477, 13.134], [-3.103, -16.427, 9.877], [-3.837, -16.837, 10.703], [-2.366, -15.333, 10.045], [-2.836, -17.081, 8.814], [-2.644, -14.786, 10.848], [-1.870, -14.938, 9.259], [-2.190, -16.751, 8.111], [-3.378, -17.918, 8.653]],
  "homo_lumo_gap_ev": 6.3,
  "charge": 1
}

Entry 3:
{
  "formula": "C6H26BN8O5",
  "method": "ωB97M-V/def2-TZVPD",
  "species": ["B", "H", "H", "H", "H", "C", "O", "N", "N", "H", "H", "H", "H", "C", "O", "N", "N", "H", "H", "H", "H", "C", "O", "N", "N", "H", "H", "H", "H", "C", "O", "N", "N", "H", "H", "H", "H", "C", "C", "O", "H", "H", "H", "H", "H", "H"],
  "positions_angstrom": [[-14.924, -21.657, 10.892], [-15.616, -22.000, 11.646], [-15.320, -20.689, 10.625], [-13.961, -21.420, 11.316], [-14.943, -22.379, 10.090], [-13.135, -20.417, 7.566], [-12.987, -20.070, 6.447], [-12.791, -19.691, 8.632], [-13.713, -21.543, 7.982], [-13.067, -20.086, 9.519], [-12.587, -18.718, 8.453], [-14.437, -21.756, 7.311], [-13.837, -21.907, 8.916], [-18.402, -21.419, 9.495], [-19.490, -21.163, 9.013], [-17.320, -21.513, 8.779], [-18.245, -21.462, 10.820], [-17.387, -21.460, 7.772], [-16.489, -21.807, 9.272], [-17.338, -21.752, 11.158], [-19.073, -21.264, 11.363], [-14.377, -18.188, 11.951], [-14.177, -17.175, 12.566], [-13.576, -19.121, 11.504], [-15.553, -18.479, 11.493], [-12.577, -19.027, 11.620], [-14.083, -19.860, 11.040], [-15.656, -19.374, 11.038], [-16.412, -18.016, 11.754], [-14.276, -21.708, 14.943], [-14.204, -21.513, 16.130], [-13.277, -21.674, 14.095], [-15.414, -21.614, 14.313], [-12.340, -21.562, 14.455], [-13.511, -21.607, 13.115], [-16.247, -21.380, 14.833], [-15.349, -21.645, 13.306], [-9.725, -23.549, 10.624], [-10.863, -22.482, 10.443], [-12.075, -22.889, 11.122], [-10.076, -24.448, 10.117], [-9.329, -23.769, 11.616], [-8.762, -23.233, 10.224], [-11.128, -22.407, 9.388], [-10.515, -21.486, 10.716], [-12.760, -22.217, 11.108]],
  "homo_lumo_gap_ev": 9.8,
  "charge": -1
}

Entry 4:
{
  "formula": "C6H26F18LiN3O25S6",
  "method": "ωB97M-V/def2-TZVPD",
  "species": ["Li", "C", "F", "F", "F", "S", "O", "O", "N", "S", "O", "O", "C", "F", "F", "F", "C", "F", "F", "F", "S", "O", "O", "N", "S", "O", "O", "C", "F", "F", "F", "C", "F", "F", "F", "S", "O", "O", "N", "S", "O", "O", "C", "F", "F", "F", "O", "H", "H", "O", "H", "H", "O", "H", "H", "O", "H", "H", "O", "H", "H", "O", "H", "H", "O", "H", "H", "O", "H", "H", "O", "H", "H", "O", "H", "H", "O", "H", "H", "O", "H", "H", "O", "H", "H"],
  "positions_angstrom": [[1.990, 0.440, -1.994], [-1.121, 1.978, -0.451], [-2.426, 2.076, -0.369], [-0.666, 2.533, -1.583], [-0.564, 2.659, 0.544], [-0.514, 0.155, -0.343], [-1.222, -0.532, 0.705], [-0.819, -0.412, -1.635], [1.161, 0.375, -0.287], [1.481, -0.013, 1.175], [0.896, 0.866, 2.182], [1.420, -1.416, 1.512], [3.301, 0.421, 1.277], [3.746, 0.135, 2.483], [4.007, -0.337, 0.399], [3.472, 1.721, 0.972], [-2.864, 1.947, 3.303], [-3.872, 2.795, 3.338], [-3.022, 1.131, 2.249], [-1.684, 2.535, 3.136], [-2.748, 0.922, 4.905], [-1.386, 0.433, 5.009], [-3.080, 1.962, 5.873], [-4.043, -0.152, 4.699], [-3.322, -1.536, 4.562], [-2.534, -1.712, 3.379], [-2.764, -2.047, 5.806], [-4.783, -2.707, 4.146], [-4.340, -3.945, 3.925], [-5.666, -2.767, 5.142], [-5.346, -2.281, 3.009], [-2.957, 0.389, -4.551], [-3.932, 1.105, -5.140], [-1.812, 1.062, -4.645], [-3.291, 0.197, -3.288], [-2.879, -1.285, -5.453], [-2.226, -2.189, -4.527], [-4.263, -1.586, -5.769], [-2.139, -0.845, -6.903], [-0.751, -1.553, -6.901], [0.113, -1.024, -5.862], [-0.841, -2.990, -7.107], [0.141, -1.001, -8.477], [1.314, -1.644, -8.593], [-0.556, -1.241, -9.594], [0.425, 0.313, -8.370], [6.763, 0.429, 0.166], [6.027, 0.916, -0.223], [7.298, 0.153, -0.586], [-6.072, 1.504, 1.029], [-5.245, 1.896, 0.729], [-5.944, 1.376, 1.977], [6.885, 0.752, 3.344], [6.483, 0.320, 4.103], [6.259, 1.442, 3.098], [2.818, -1.303, -2.194], [2.503, -2.175, -2.463], [3.632, -1.468, -1.702], [0.109, 5.574, 0.024], [0.321, 6.351, -0.508], [-0.676, 5.200, -0.393], [2.632, 4.511, 0.744], [2.086, 4.944, 0.077], [2.050, 3.842, 1.129], [0.961, -1.218, 4.931], [0.745, -0.286, 4.825], [0.275, -1.678, 4.434], [1.161, 0.933, -3.756], [0.800, 0.375, -4.463], [0.648, 1.747, -3.796], [-1.200, -3.224, -1.828], [-1.718, -3.064, -2.630], [-0.888, -2.347, -1.550], [1.371, -3.817, 3.316], [1.808, -3.949, 2.467], [0.796, -4.584, 3.422], [-1.236, -3.540, 1.088], [-0.943, -3.952, 1.904], [-1.625, -2.702, 1.376], [3.709, -1.117, 5.046], [4.537, -0.712, 5.326], [3.045, -0.799, 5.671], [3.332, 1.957, -2.008], [3.423, 2.677, -1.366], [4.033, 2.099, -2.653]],
  "homo_lumo_gap_ev": 7.6,
  "charge": -2
}